Entry from OMol25: an isolated molecule of C30H42N8O3 in a non-equilibrium geometry (ωB97M-V/def2-TZVPD).

Each atom is followed by the atoms it is bonded to, with distances in Å.
Geometry (Å):
1 C 2.074 5.221 2.543  C2 1.530, H42 1.087, H43 1.087, H44 1.086
2 C 2.830 3.899 2.679  C1 1.530, C3 1.534, N4 1.460, H45 1.094
3 C 3.495 3.788 4.057  C2 1.534, H46 1.087, H47 1.087, H48 1.088
4 N 1.956 2.778 2.345  C2 1.460, C5 1.445, C23 1.446
5 C 2.640 1.650 1.755  N4 1.445, C6 1.539, H49 1.089, H50 1.103
6 C 3.038 1.861 0.283  C5 1.539, O7 1.433, C21 1.533, H51 1.093
7 O 3.445 0.601 -0.265  C6 1.433, C8 1.389
8 C 2.438 0.061 -1.055  O7 1.389, N9 1.450, C19 1.549, H52 1.103
9 N 1.966 -1.215 -0.555  C8 1.450, C10 1.363, C18 1.363
10 C 2.338 -1.940 0.537  N9 1.363, N11 1.300, H53 1.072
11 N 1.639 -3.021 0.718  C10 1.300, C12 1.372
12 C 0.735 -3.032 -0.314  N11 1.372, C13 1.403, C18 1.405
13 C -0.290 -3.902 -0.715  C12 1.403, N14 1.354, N15 1.334
14 N -0.656 -4.989 0.005  C13 1.354, H54 1.006, H55 1.007
15 N -0.968 -3.618 -1.829  C13 1.334, C16 1.321
16 C -0.681 -2.516 -2.499  N15 1.321, N17 1.321, H56 1.081
17 N 0.232 -1.604 -2.221  C16 1.321, C18 1.336
18 C 0.932 -1.899 -1.121  N9 1.363, C12 1.405, N17 1.336
19 C 1.250 1.056 -1.090  C8 1.549, O20 1.398, C21 1.537, H57 1.099
20 O 0.708 1.199 -2.370  C19 1.398, H58 0.977
21 C 1.887 2.365 -0.595  C6 1.533, C19 1.537, O22 1.402, H59 1.098
22 O 2.382 3.134 -1.657  C21 1.402, H60 0.968
23 C 0.956 2.436 3.331  N4 1.446, C24 1.553, C41 1.542, H61 1.089
24 C 1.236 1.315 4.369  C23 1.553, C25 1.542, H62 1.087, H63 1.089
25 C 0.011 0.529 3.861  C24 1.542, C26 1.526, C41 1.541, H64 1.093
26 C 0.347 -0.870 3.350  C25 1.526, C27 1.529, H65 1.089, H66 1.094
27 C -0.846 -1.738 2.949  C26 1.529, C28 1.489, H67 1.095, H68 1.096
28 C -1.449 -1.426 1.624  C27 1.489, N29 1.300, N40 1.371
29 N -1.193 -0.417 0.845  C28 1.300, C30 1.377
30 C -2.042 -0.538 -0.232  N29 1.377, C31 1.389, C39 1.409
31 C -2.216 0.298 -1.328  C30 1.389, C32 1.383, H69 1.075
32 C -3.135 -0.061 -2.298  C31 1.383, C33 1.523, C37 1.404
33 C -3.367 0.789 -3.540  C32 1.523, C34 1.535, C35 1.531, C36 1.536
34 C -2.924 -0.010 -4.774  C33 1.535, H70 1.088, H71 1.087, H72 1.088
35 C -2.578 2.101 -3.512  C33 1.531, H73 1.087, H74 1.087, H75 1.088
36 C -4.858 1.137 -3.654  C33 1.536, H76 1.088, H77 1.086, H78 1.088
37 C -3.867 -1.249 -2.144  C32 1.404, C38 1.379, H79 1.079
38 C -3.734 -2.078 -1.050  C37 1.379, C39 1.382, H80 1.079
39 C -2.815 -1.706 -0.087  C30 1.409, C38 1.382, N40 1.373
40 N -2.419 -2.248 1.110  C28 1.371, C39 1.373, H81 1.006
41 C -0.256 1.631 2.819  C23 1.542, C25 1.541, H82 1.084, H83 1.088
42 H 2.772 6.052 2.606  C1 1.087
43 H 1.332 5.341 3.328  C1 1.087
44 H 1.572 5.257 1.580  C1 1.086
45 H 3.617 3.897 1.920  C2 1.094
46 H 2.756 3.855 4.852  C3 1.087
47 H 4.214 4.593 4.186  C3 1.087
48 H 4.020 2.841 4.154  C3 1.088
49 H 1.962 0.798 1.773  C5 1.089
50 H 3.557 1.366 2.298  C5 1.103
51 H 3.895 2.531 0.186  C6 1.093
52 H 2.820 -0.107 -2.077  C8 1.103
53 H 3.152 -1.629 1.163  C10 1.072
54 H -0.001 -5.325 0.691  N14 1.006
55 H -1.255 -5.655 -0.455  N14 1.007
56 H -1.272 -2.342 -3.387  C16 1.081
57 H 0.488 0.720 -0.373  C19 1.099
58 H 0.356 0.323 -2.623  O20 0.977
59 H 1.183 2.954 0.007  C21 1.098
60 H 1.843 2.920 -2.432  O22 0.968
61 H 0.647 3.366 3.807  C23 1.089
62 H 2.180 0.795 4.224  C24 1.087
63 H 1.175 1.638 5.408  C24 1.089
64 H -0.780 0.452 4.611  C25 1.093
65 H 1.020 -0.806 2.495  C26 1.089
66 H 0.880 -1.393 4.150  C26 1.094
67 H -0.519 -2.782 2.920  C27 1.095
68 H -1.631 -1.659 3.710  C27 1.096
69 H -1.640 1.203 -1.395  C31 1.075
70 H -1.861 -0.233 -4.712  C34 1.088
71 H -3.469 -0.947 -4.855  C34 1.087
72 H -3.102 0.568 -5.679  C34 1.088
73 H -2.867 2.707 -2.656  C35 1.087
74 H -1.508 1.920 -3.475  C35 1.087
75 H -2.793 2.670 -4.414  C35 1.088
76 H -5.191 1.655 -2.757  C36 1.088
77 H -5.470 0.250 -3.783  C36 1.086
78 H -5.025 1.789 -4.509  C36 1.088
79 H -4.573 -1.536 -2.908  C37 1.079
80 H -4.318 -2.981 -0.956  C38 1.079
81 H -2.749 -3.107 1.516  N40 1.006
82 H -0.183 1.291 1.792  C41 1.084
83 H -1.208 2.142 2.940  C41 1.088

The calculated total energy comes out at -1832.210847 Ha. For the max |F|, the calculation gives 1.1 eV/Å. The structure (SMILES) is CC(C)N(C[C@H]1O[C@@H](n2cnc3c(N)ncnc32)[C@H](O)[C@@H]1O)[C@H]1C[C@@H](CCc2nc3cc(C(C)(C)C)ccc3[nH]2)C1. As for the energy relative to the best compared isomer or geometry (same formula, charge and spin): 0.00 kcal per mole. The HOMO-LUMO gap comes out at 0.3194 Eh. The value obtained for the LUMO energy is 0.6 eV.

Entry from OMol25: a cluster of 8 separate species, CH18O8 in total in a non-equilibrium geometry (ωB97M-V/def2-TZVPD).

Each atom is followed by the atoms it is bonded to, with distances in Å.
Geometry (Å):
1 C -2.590 -1.591 -0.052  O2 1.374, H3 1.135, H4 1.113, H5 1.121
2 O -2.200 -1.433 1.256  C1 1.374, H6 0.907
3 H -3.554 -0.992 -0.047  C1 1.135
4 H -1.737 -1.421 -0.746  C1 1.113
5 H -2.714 -2.686 -0.257  C1 1.121
6 H -1.652 -0.710 1.296  O2 0.907
7 O 1.541 -0.511 1.924  H8 0.972, H9 0.941
8 H 1.439 0.413 1.640  O7 0.972
9 H 2.449 -0.695 1.758  O7 0.941
10 O 0.224 0.611 -2.472  H11 0.934, H12 0.942
11 H -0.573 0.997 -2.172  O10 0.934
12 H 0.359 0.872 -3.367  O10 0.942
13 O 1.696 -1.268 -1.049  H14 0.940, H15 0.924
14 H 1.658 -2.207 -1.007  O13 0.940
15 H 1.061 -1.126 -1.704  O13 0.924
16 O 0.507 2.744 1.107  H17 0.954, H18 0.994
17 H 1.170 3.278 1.538  O16 0.954
18 H 0.974 2.500 0.263  O16 0.994
19 O -1.083 1.792 -0.742  H20 0.941, H21 0.956
20 H -0.937 1.286 0.038  O19 0.941
21 H -0.850 2.710 -0.610  O19 0.956
22 O -0.296 -2.793 2.511  H23 0.950, H24 0.989
23 H 0.159 -2.014 2.215  O22 0.950
24 H -1.144 -2.744 2.004  O22 0.989
25 O 1.974 2.073 -1.100  H26 0.963, H27 0.964
26 H 1.480 1.388 -1.563  O25 0.963
27 H 2.637 1.526 -0.663  O25 0.964

The calculated total energy comes out at -650.767401 Ha. For the max |F|, the calculation gives 3.3 eV/Å. The structure (SMILES) is CO.O.O.O.O.O.O.O. As for the energy relative to the best compared isomer or geometry (same formula, charge and spin): 18.41 kcal per mole. The HOMO-LUMO gap comes out at 0.3775 Eh. The value obtained for the LUMO energy is 0.1 eV.